Entry 1:
The following is a quantum chemistry calculation of a structure of composition C22H34BrNO3P2V, from the Open Molecules 2025 dataset.

2S+1   2
Gap between HOMO and LUMO (spin up / spin down)   5.28 / 4.77 eV
Total energy   -145303.24488 eV
F_max   2.5 eV/A

The geometry in XYZ format:
```
64
Properties=species:S:1:pos:R:3:forces:R:3:mulliken_charge:R:1
V -0.1881 0.2396 -0.4630 -1.396 0.672 1.901 0.22
P 2.6706 -0.5047 -2.1982 -1.178 0.493 0.514 1.66
P -2.6473 0.6655 -0.0374 1.623 -0.441 -0.911 0.99
N -0.6169 0.2719 -2.1275 1.082 0.058 -0.721 -0.65
H 1.5576 -0.3060 -1.3160 0.737 -0.828 -0.774 -0.41
C 3.0793 -2.2477 -2.2215 0.303 -0.445 -0.118 -1.10
H 4.0701 -2.4039 -2.6721 -0.244 0.076 0.103 0.39
H 2.3394 -2.7961 -2.8200 0.094 0.236 0.222 0.36
H 3.0825 -2.6565 -1.2032 -0.048 0.167 -0.271 0.31
C 4.0049 0.4834 -1.5470 0.622 0.143 0.003 -1.06
H 4.9144 0.3862 -2.1559 -0.199 0.057 0.168 0.44
H 4.2151 0.1807 -0.5152 -0.018 0.027 -0.243 0.27
H 3.6789 1.5306 -1.5268 0.038 -0.242 -0.034 0.36
C 2.1794 0.0601 -3.8153 0.135 0.090 -0.468 -1.10
H 3.0221 0.0431 -4.5211 -0.150 -0.043 0.223 0.50
H 1.7868 1.0814 -3.7374 0.037 -0.250 0.072 0.32
H 1.3719 -0.5761 -4.1969 0.082 0.135 0.150 0.29
C -3.4143 -0.9109 0.4344 -0.571 0.105 0.274 -1.20
H -4.3894 -0.7057 0.8927 -0.041 -0.282 -0.053 0.37
H -2.7848 -1.4876 1.1419 -0.354 0.477 -0.513 0.36
H -3.5646 -1.4674 -0.5008 0.044 0.068 0.237 0.29
C -2.9649 1.9401 1.2144 -0.321 -0.029 0.252 -0.91
H -4.0427 2.0628 1.4098 0.368 0.072 0.099 0.40
H -2.5251 2.8845 0.8602 -0.238 -0.257 0.030 0.26
H -2.4130 1.6626 2.1242 -0.384 0.060 -0.225 0.05
C -3.6009 1.1901 -1.5208 -0.157 0.152 0.322 -1.21
H -4.6473 1.4157 -1.2583 0.259 -0.092 -0.134 0.49
H -3.5682 0.3800 -2.2630 0.014 0.273 0.217 0.26
H -3.1353 2.0847 -1.9617 -0.140 -0.328 0.143 0.27
C -1.0258 0.3574 -3.4132 -0.475 0.087 -0.851 -0.50
C -1.8947 -0.7251 -5.4438 0.082 0.247 -0.059 -0.59
C -1.3817 -0.8125 -4.1546 0.073 0.482 0.217 -0.22
C -1.1365 1.6101 -4.1071 -0.004 -0.476 0.260 0.02
C -1.6601 1.6802 -5.3950 0.051 -0.238 -0.037 -0.69
C -2.0454 0.5160 -6.0760 -0.053 0.001 0.050 -0.31
H -2.1897 -1.6384 -5.9621 0.078 0.210 0.074 0.35
H -1.2545 -1.7754 -3.6565 -0.137 0.205 -0.095 0.40
H -0.8168 2.5171 -3.5841 -0.188 -0.299 -0.097 0.42
H -1.7797 2.6559 -5.8790 0.094 -0.361 0.171 0.34
H -2.4641 0.5742 -7.0849 0.157 -0.008 0.378 0.35
C 2.3559 -0.1289 1.6067 -1.002 1.611 -1.146 1.25
O 1.8216 0.6054 0.7426 1.219 -1.289 1.285 -0.65
C 2.4322 -1.6072 1.4759 -0.424 -0.739 0.224 -1.36
H 2.4646 -2.0392 2.4823 0.177 -0.044 -0.199 0.47
H 3.3509 -1.9089 0.9490 -0.219 0.118 0.107 0.36
H 1.5385 -2.0172 0.9828 0.275 0.288 -0.183 0.27
C 2.9716 0.4270 2.8603 -0.059 0.228 -0.232 -1.50
H 2.5276 -0.0935 3.7191 0.076 0.144 -0.140 0.31
H 2.7978 1.5005 2.9446 0.096 -0.180 -0.038 0.28
H 4.0476 0.2016 2.8580 -0.174 0.025 0.049 0.45
Br 0.0342 2.3474 3.3818 -0.117 0.114 0.200 -0.11
C -0.2160 0.9146 4.6052 0.078 -0.891 0.515 0.26
C -0.1082 1.2303 5.9667 0.020 -0.045 -0.106 -0.65
C -0.2247 0.2464 6.9502 -0.080 0.083 -0.559 -0.50
C -0.4128 -1.0810 6.5540 0.225 -0.033 0.184 -0.56
C -0.5046 -1.4073 5.2044 -0.131 0.512 0.032 -0.66
C -0.4628 -0.4164 4.2052 -0.109 0.457 0.274 0.83
C -0.8742 -0.8190 2.7918 -1.082 -1.143 -0.624 0.22
O -1.7035 -1.7633 2.7078 1.531 1.087 0.484 -0.84
O -0.3845 -0.1548 1.8223 0.116 -0.371 -0.015 -0.19
H 0.0606 2.2672 6.2412 -0.032 -0.141 0.014 0.40
H -0.1766 0.5367 8.0018 0.013 -0.188 -0.330 0.37
H -0.4916 -1.8653 7.3114 0.045 0.230 -0.281 0.37
H -0.6645 -2.4350 4.8923 -0.123 0.197 0.007 0.42
```
Positions in Å, forces in eV/Å.

Entry 2:
The following is a quantum chemistry calculation of a structure of composition C32H23F5N2OS2Ti, from the Open Molecules 2025 dataset.

2S+1   2
Gap between HOMO and LUMO (spin up / spin down)   6.71 / 7.21 eV
Energy above the lowest of the compared OMol25 structures with the same formula, charge and spin   19.4 kcal/mol
Total energy   -96951.13979 eV
F_max   3.0 eV/A
Total charge   +1

The geometry in XYZ format:
```
66
Properties=species:S:1:pos:R:3:forces:R:3:mulliken_charge:R:1
Ti -0.5635 1.0104 -0.5620 -2.736 0.581 -1.030 -0.51
F -4.1800 6.1694 -2.8536 -0.048 0.083 -0.018 -0.28
C -3.7111 4.9355 -2.7703 -0.080 0.199 -0.009 0.72
C -2.7614 4.6205 -1.8201 0.018 0.129 0.048 -0.28
F -2.3051 5.5393 -0.9791 0.030 -0.020 0.028 -0.27
C -2.3092 3.3253 -1.7835 0.144 0.194 0.247 0.02
F -1.3679 3.0144 -0.8343 0.387 0.117 0.279 0.03
C -2.7192 2.3160 -2.6103 0.025 -0.559 -0.101 0.76
S -2.0483 0.6865 -2.4599 0.071 0.338 0.060 -0.77
C -3.6737 2.6646 -3.5475 -0.221 -0.053 -0.254 0.14
F -4.1427 1.7534 -4.3923 -0.008 -0.057 -0.043 -0.31
C -4.1671 3.9549 -3.6309 -0.102 -0.051 -0.139 0.07
F -5.0816 4.2610 -4.5392 -0.016 -0.016 -0.025 -0.26
C 3.8432 3.3215 -2.4270 0.048 0.030 0.028 -0.52
C 4.0740 3.4407 -1.0597 0.070 0.034 -0.019 -0.65
C 3.1585 2.9549 -0.1387 0.188 0.106 0.148 -0.34
C 2.0139 2.3400 -0.6061 -0.284 -0.201 0.129 0.33
C 1.7746 2.2107 -1.9740 0.054 0.005 0.051 -0.05
C 2.6867 2.7074 -2.8894 0.025 -0.013 0.005 -1.31
N 0.9865 1.8109 0.2309 1.677 0.721 0.845 1.49
N 1.0895 1.8611 1.5127 -0.168 0.019 -0.593 -1.18
C -0.0929 1.4136 2.1265 0.024 -0.060 0.053 0.27
C -0.1451 1.4536 3.5199 0.153 0.053 0.049 -0.50
C -1.3220 1.1165 4.1567 -0.124 -0.036 0.050 -0.65
C -2.4459 0.7498 3.4124 0.067 0.042 0.124 -0.64
C -2.3908 0.6957 2.0270 0.252 0.022 0.044 -0.15
C -1.2087 1.0057 1.3553 0.010 0.018 0.350 0.99
H 4.5656 3.7110 -3.1344 -0.044 -0.023 0.063 0.43
H 4.9771 3.9245 -0.7069 -0.055 -0.028 -0.029 0.41
H 3.3159 3.0519 0.9278 0.009 0.008 -0.046 0.50
H 0.8757 1.7162 -2.3499 0.039 0.036 -0.101 0.76
H 2.5003 2.6134 -3.9520 0.001 0.003 0.060 0.46
H 0.7340 1.7656 4.0739 -0.079 -0.024 -0.037 0.53
H -1.3790 1.1524 5.2382 -0.006 -0.008 -0.071 0.42
H -3.3689 0.5073 3.9230 0.001 -0.001 0.011 0.46
H -3.2713 0.3988 1.4752 -0.094 -0.027 -0.075 0.44
O 0.0540 -0.7274 -0.7915 0.662 -1.893 -0.447 -0.23
S -0.0336 -1.8999 -1.8248 -0.021 0.420 0.460 0.33
C 1.4122 -2.9364 -1.4004 0.027 -0.038 0.053 -1.18
C 2.1301 -2.5054 -0.1515 -0.081 -0.034 0.009 0.19
C 2.0970 -3.3059 0.9826 -0.079 0.018 0.089 -0.24
C 2.7640 -2.9099 2.1356 0.025 0.032 -0.009 -0.71
C 3.4577 -1.7074 2.1601 -0.026 -0.001 0.009 -0.63
C 3.4929 -0.9028 1.0252 0.023 -0.014 0.081 -0.58
C 2.8367 -1.3045 -0.1250 0.042 -0.021 -0.055 0.05
C -1.4345 -2.8909 -1.2452 0.076 -0.072 0.068 -1.24
C -1.3103 -3.5215 0.1123 0.006 -0.054 -0.100 0.14
C -1.1267 -4.8997 0.2036 0.056 -0.039 0.014 -0.31
C -1.0168 -5.5146 1.4444 -0.007 0.032 -0.009 -0.75
C -1.0924 -4.7513 2.6022 0.004 0.029 -0.020 -0.48
C -1.2890 -3.3770 2.5160 0.044 -0.034 -0.002 -0.63
C -1.4028 -2.7643 1.2774 0.036 0.012 -0.006 0.34
H 2.0478 -2.8678 -2.2815 0.024 -0.006 -0.031 0.59
H 1.0083 -3.9480 -1.3250 0.143 -0.003 0.028 0.56
H 1.5392 -4.2365 0.9721 0.035 0.043 0.006 0.43
H 2.7397 -3.5437 3.0148 0.000 0.048 -0.064 0.43
H 3.9756 -1.3968 3.0610 -0.041 -0.032 -0.077 0.43
H 4.0366 0.0359 1.0363 -0.037 -0.080 -0.001 0.43
H 2.8785 -0.6770 -1.0084 0.000 0.001 -0.031 0.47
H -1.5456 -3.6387 -2.0355 -0.046 0.008 0.019 0.61
H -2.2676 -2.1925 -1.3308 -0.072 0.046 0.004 0.48
H -1.0845 -5.5014 -0.7001 -0.005 0.035 0.055 0.39
H -0.8811 -6.5881 1.5050 -0.012 0.070 -0.003 0.41
H -1.0106 -5.2293 3.5713 -0.006 0.032 -0.051 0.43
H -1.3545 -2.7770 3.4165 -0.009 -0.040 -0.050 0.48
H -1.5604 -1.6946 1.2248 0.011 -0.028 -0.020 0.26
```
Positions in Å, forces in eV/Å.

Entry 3:
The following is a quantum chemistry calculation of an isolated molecule of C3H4NOP, from the Open Molecules 2025 dataset.

SMILES   O=C1CCN=P1
Gap between HOMO and LUMO   8.21 eV
Energy above the lowest of the compared OMol25 structures with the same formula, charge and spin   15.3 kcal/mol
Total energy   -16000.34903 eV
F_max   5.1 eV/A

The geometry in XYZ format:
```
10
Properties=species:S:1:pos:R:3:forces:R:3:mulliken_charge:R:1
O 1.5232 -1.8203 0.4899 0.216 -0.876 0.049 -0.49
C 1.0429 -0.8678 -0.0422 0.615 0.547 -0.006 0.43
C -0.3659 -0.5740 -0.3718 -0.738 0.101 -0.401 -0.58
C -0.6386 0.7453 0.3631 -1.546 0.642 -4.794 -0.41
N 0.5573 1.5261 0.3102 0.831 0.841 0.137 -0.28
P 1.9055 0.8260 -0.1353 -0.582 0.176 0.440 0.13
H -0.4198 -0.2860 -1.4124 0.201 -0.176 -0.600 0.30
H -1.0601 -1.3892 -0.2400 -0.154 -0.222 0.479 0.36
H -1.5207 1.2993 -0.2383 1.951 -0.879 1.459 0.22
H -1.0237 0.5406 1.2769 -0.794 -0.153 3.237 0.32
```
Positions in Å, forces in eV/Å.

Entry 4:
The following is a quantum chemistry calculation of an isolated molecule of C2H6N2O, from the Open Molecules 2025 dataset.

SMILES   NCC(N)=O
Gap between HOMO and LUMO   10.19 eV
Energy above the lowest of the compared OMol25 structures with the same formula, charge and spin   24.0 kcal/mol
Total energy   -7198.74878 eV
F_max   3.1 eV/A

The geometry in XYZ format:
```
11
Properties=species:S:1:pos:R:3:forces:R:3:mulliken_charge:R:1
N 1.4032 -0.1153 -0.1301 -0.227 0.085 -0.522 -0.64
C 0.1583 0.3031 -0.7770 -1.296 -1.484 -0.345 -0.25
C -1.1402 0.1411 0.0889 1.885 2.052 1.465 0.37
N -0.9945 -0.5493 1.2828 -0.018 -1.199 -0.926 -0.49
O -2.0601 0.8791 -0.1278 -0.913 -0.052 -0.423 -0.53
H 2.1143 0.5564 -0.3856 0.169 -0.008 0.213 0.25
H 1.6976 -0.9892 -0.5494 0.141 -0.020 0.142 0.23
H -0.0848 -0.3013 -1.6589 0.374 0.137 -0.274 0.24
H 0.1606 1.3357 -1.1073 0.014 0.114 0.188 0.34
H -0.2462 -1.2215 1.2166 0.286 0.274 0.500 0.26
H -1.0081 -0.0388 2.1478 -0.416 0.101 -0.019 0.23
```
Positions in Å, forces in eV/Å.

Entry 5:
The following is a quantum chemistry calculation of a cluster of 2 separate species, C3H11BNO2 in total, from the Open Molecules 2025 dataset.

2S+1   3
Gap between HOMO and LUMO (spin up / spin down)   8.66 / 6.30 eV
Energy above the lowest of the compared OMol25 structures with the same formula, charge and spin   0.0 kcal/mol
Total energy   -9541.36698 eV
F_max   4.6 eV/A
Total charge   +1

The geometry in XYZ format:
```
18
Properties=species:S:1:pos:R:3:forces:R:3:mulliken_charge:R:1
B -1.1088 1.9683 -1.5744 0.248 -3.955 -0.266 0.47
C 1.6125 -1.9541 1.8874 0.564 -1.211 -1.809 -1.14
C -0.9335 0.3672 -1.3896 -2.355 -0.313 1.263 -0.84
C 0.3568 -1.6081 1.0486 2.505 -1.580 -3.499 -0.34
N 0.5418 -0.2425 0.6567 1.305 -1.036 2.482 -0.06
O -1.4128 2.1682 -2.8276 -0.653 0.401 -2.896 -0.44
O -0.9841 2.8094 -0.5911 -0.061 3.790 1.797 -0.44
H 2.4659 -1.8527 1.1863 -0.058 0.342 1.092 0.35
H 1.4999 -1.3544 2.7137 0.955 2.003 1.855 0.40
H 1.6991 -2.9373 2.3628 -0.769 -0.331 -0.830 0.36
H -0.4498 -0.2387 -2.1504 -0.114 0.022 0.041 0.41
H -1.7626 -0.2310 -0.7368 2.143 1.349 -1.445 0.26
H -0.4852 -1.6334 1.5929 -3.138 -0.434 1.790 0.45
H 0.3194 -2.3102 0.1620 -0.086 0.871 0.755 0.27
H 0.1658 0.2956 1.4258 -0.457 1.287 -0.466 0.33
H 1.4670 0.0863 0.3579 -0.436 -0.041 -0.711 0.33
H -1.8330 2.9042 -3.2645 0.061 0.532 0.171 0.32
H -1.1584 3.7633 -0.8597 0.348 -1.696 0.677 0.31
```
Positions in Å, forces in eV/Å.

Entry 6:
The following is a quantum chemistry calculation of a cluster of 2 separate species, C4H10N2O2 in total, from the Open Molecules 2025 dataset.

SMILES   CC(N)=O.CNC=O
Gap between HOMO and LUMO   10.34 eV
Energy above the lowest of the compared OMol25 structures with the same formula, charge and spin   38.8 kcal/mol
Total energy   -11385.21842 eV
F_max   2.1 eV/A

The geometry in XYZ format:
```
18
Properties=species:S:1:pos:R:3:forces:R:3:mulliken_charge:R:1
C -2.2476 -0.6978 0.6249 -0.151 0.054 0.167 -0.77
C -2.0588 -0.0279 1.9536 -1.253 0.721 1.189 0.50
N -0.6868 0.1980 2.3405 0.021 0.919 1.753 -0.53
O -2.9967 0.3862 2.6301 1.460 -0.618 -1.199 -0.55
H -1.3356 -1.2106 0.3061 -0.366 0.031 -0.037 0.21
H -2.5190 0.0862 -0.0932 0.258 -0.107 0.039 0.23
H -3.1229 -1.3412 0.6983 0.162 -0.204 -0.117 0.31
H -0.7368 1.0921 2.8916 0.061 -0.745 -0.799 0.33
H -0.4543 -0.4230 3.1455 -0.165 -0.063 -1.046 0.28
C 1.5479 1.2107 -0.9697 0.119 0.191 0.098 -0.76
N 1.6481 -0.2494 -1.1774 0.270 0.188 -0.504 -0.11
C 2.1916 -0.7858 -2.3118 0.379 1.313 -1.213 0.05
O 2.5828 -0.1416 -3.2959 -0.629 -0.959 1.815 -0.58
H 2.3849 1.7076 -1.5161 -0.716 -0.518 0.358 0.30
H 1.6356 1.4695 0.1096 -0.048 -0.435 -0.732 0.29
H 0.5864 1.6346 -1.3366 0.602 -0.391 0.110 0.24
H 1.2726 -0.9209 -0.5183 0.128 0.522 0.031 0.23
H 2.2727 -1.8861 -2.2838 -0.131 0.101 0.087 0.32
```
Positions in Å, forces in eV/Å.